Record 1
72
Properties=species:S:1:pos:R:3:forces:R:3:mulliken_spin:R:1 method="wB97M-V/def2-TZVPD" homo_lumo_gap_ha="0.2426 / 0.1395" spin_multiplicity=5 fmax_ev_per_a=4.85 total_energy_ev=-94004.603 mol_weight_g_mol=503.5 e_lumo_ev="-8.90 / -11.70" e_above_lowest_kj_mol=37.9 charge=+3
Co 0.60684 -0.43774 1.06980 -2.364 2.140 2.167 2.64
P 2.05254 -1.29978 2.45140 2.599 -0.642 1.382 -0.04
P 1.60456 1.52152 0.39859 1.167 2.842 -1.252 -0.05
P -0.38695 -2.13634 0.34349 -1.872 -4.019 -1.955 0.02
H -0.26184 1.91891 -7.87786 -0.470 -0.264 0.258 0.00
C -1.18227 1.37629 -7.61465 -0.113 0.203 -0.364 0.00
C -2.27048 2.01734 -7.17926 0.198 0.007 -0.535 0.01
H -2.27877 3.11083 -7.08885 0.013 -0.513 0.151 0.00
C 3.44271 -2.11924 1.59789 -0.105 -0.101 -0.141 0.01
C 2.91636 -0.13465 3.56830 -0.109 0.223 -0.073 0.01
C 1.48639 -2.54094 3.67007 -0.554 0.025 0.002 0.02
C 1.18216 2.73864 -0.89318 -0.161 -0.089 0.097 0.01
C 1.67190 2.55803 1.90460 -0.413 -0.363 0.476 0.03
C 3.30922 1.02262 -0.03643 0.295 -0.819 -0.103 0.02
C -1.74263 -1.94353 -0.86796 -0.026 0.850 -0.180 0.04
C -1.24603 -3.21184 1.56659 0.098 0.266 0.476 0.01
C 0.73454 -3.31273 -0.49802 0.147 0.108 -0.002 0.03
H -1.18951 0.30641 -7.87057 -0.054 0.493 0.241 0.00
H -3.22789 1.50128 -7.03484 0.421 0.245 -0.019 0.00
H 4.13907 -2.44594 2.37960 -0.040 -0.025 -0.254 0.00
H 3.95762 -1.43081 0.91651 -0.116 -0.294 0.227 -0.01
H 3.09511 -2.98877 1.02396 0.186 0.224 0.208 0.00
H 3.64049 -0.70709 4.16168 -0.152 0.118 -0.091 0.01
H 2.18130 0.32377 4.24335 0.229 -0.086 -0.070 0.00
H 3.44669 0.65991 3.02653 -0.092 -0.301 0.193 0.00
H 2.28616 -3.27796 3.81938 -0.163 0.224 0.006 0.00
H 0.57470 -3.05969 3.35102 0.361 0.082 0.184 0.00
H 1.28066 -2.01518 4.61709 0.096 -0.290 -0.310 0.00
H 1.79266 3.64558 -0.77262 -0.060 -0.358 0.055 0.00
H 0.11765 2.96818 -0.77179 0.277 0.137 -0.163 0.00
H 1.32827 2.30580 -1.89165 -0.012 0.218 0.309 0.00
H 2.58917 3.16798 1.88654 -0.163 -0.325 -0.229 0.01
H 1.65035 1.95532 2.82129 0.002 0.310 -0.297 -0.01
H 0.81239 3.24013 1.91291 0.127 -0.233 -0.088 0.00
H 3.87605 1.88095 -0.42073 -0.464 0.101 0.087 0.00
H 3.33164 0.25354 -0.82573 -0.160 0.254 0.195 0.00
H 3.87294 0.62761 0.81697 -0.329 0.158 -0.100 0.00
H -2.50226 -2.72031 -0.71840 0.289 0.208 -0.014 0.00
H -1.34829 -2.00816 -1.88865 -0.036 0.103 0.199 0.00
H -2.18590 -0.95100 -0.72629 -0.165 -0.254 -0.169 0.00
H -2.08857 -3.68952 1.04920 0.338 0.082 0.192 0.00
H -1.64550 -2.61753 2.39752 -0.015 -0.246 -0.183 0.00
H -0.57753 -3.98680 1.95827 -0.179 0.170 -0.123 0.00
H 0.12174 -3.93200 -1.16882 0.269 0.061 0.226 0.01
H 1.25125 -3.95015 0.23323 -0.165 0.138 -0.283 0.00
H 1.47749 -2.76637 -1.09449 -0.156 -0.229 0.038 0.00
C -1.20412 0.87895 -2.59589 0.191 -0.500 -0.304 0.11
C 0.04852 0.25712 -3.00648 0.048 -0.055 0.045 0.17
C 0.18546 -0.37076 -4.22225 0.847 -0.190 0.735 0.01
C -0.91447 -0.56564 -5.05510 -0.654 0.221 -0.712 0.28
C -2.15599 0.01414 -4.72074 -0.366 0.534 0.593 -0.06
C -2.28533 0.76250 -3.56284 -0.343 -0.186 -0.049 0.17
O -1.33892 1.41459 -1.45736 0.172 -0.601 -0.376 0.32
H 0.21086 0.76543 0.03063 0.897 0.305 -0.361 0.06
H 0.87966 0.27442 -2.29309 -0.159 0.068 -0.359 0.03
H 1.16187 -0.76306 -4.51619 -0.332 0.029 0.095 0.00
H -0.82064 -1.10508 -6.00381 0.059 0.167 0.512 0.00
H -3.01004 -0.07751 -5.40416 0.483 -0.045 0.430 0.00
H -3.22356 1.25042 -3.29569 0.193 -0.136 -0.168 0.00
N -3.44940 2.39985 4.87144 0.420 -0.341 -1.051 0.03
C -2.70645 1.69616 3.98469 -0.339 1.235 0.731 0.01
C -2.13173 0.46029 4.32846 0.557 -1.083 0.691 0.02
C -1.22624 -0.13295 3.47897 -0.258 0.433 0.049 0.02
N -0.91250 0.40828 2.26740 0.569 -1.061 -0.819 0.04
C -1.58397 1.50874 1.85307 -0.350 0.778 0.568 0.02
C -2.39889 2.22644 2.70604 0.224 -0.369 -0.406 0.02
H -3.68747 2.02524 5.77412 -0.017 -0.013 0.046 0.00
H -3.84874 3.29645 4.61166 0.080 -0.346 0.139 0.00
H -2.32663 0.00902 5.32070 0.073 0.277 -0.788 0.00
H -0.71965 -1.07525 3.73703 -0.296 0.624 0.001 0.00
H -1.45857 1.82568 0.80642 0.082 -0.064 0.555 -0.01
H -2.77933 3.19997 2.41797 -0.182 -0.219 -0.170 0.00

Record 2
72
Properties=species:S:1:pos:R:3:forces:R:3:mulliken_spin:R:1 method="wB97M-V/def2-TZVPD" homo_lumo_gap_ha="0.2254 / 0.1933" spin_multiplicity=6 fmax_ev_per_a=2.66 total_energy_ev=-90764.036 mol_weight_g_mol=500.4 e_lumo_ev="-9.64 / -11.44" charge=+3
Fe 0.85138 0.75045 -2.24534 -0.048 -0.528 0.326 3.16
P 1.87614 1.28052 -0.30694 1.360 1.078 1.674 -0.01
P -0.89021 2.11013 -2.04033 -2.403 1.113 -0.279 -0.01
P 2.41190 -0.51286 -3.22714 1.531 -1.531 -1.336 -0.01
H -2.22700 -2.43797 -0.14444 0.279 -0.147 0.114 0.00
C -1.36961 -2.92635 0.33363 0.290 0.033 0.308 0.01
C -0.70900 -2.35943 1.35385 0.006 -0.076 -0.267 0.00
H -1.00776 -1.38793 1.77327 0.186 -0.509 -0.301 0.00
C 0.64510 1.08275 1.04088 -0.380 -0.102 -0.049 -0.02
C 2.61328 2.94425 0.02440 -0.051 -0.216 -0.092 0.00
C 3.20203 0.14033 0.23045 0.024 -0.135 -0.188 -0.01
C -2.46152 1.17903 -1.96219 -0.104 -0.353 0.034 0.01
C -1.18923 3.38934 -0.76850 0.368 0.093 0.102 -0.01
C -0.96786 2.97609 -3.65308 0.321 0.039 -0.112 0.01
C 2.36651 -2.12078 -2.33505 -0.203 0.030 0.225 0.02
C 4.18469 -0.05251 -3.25094 -0.096 0.323 -0.036 0.01
C 2.06404 -0.95835 -4.96897 -0.350 0.375 -0.175 -0.01
H -1.08540 -3.91230 -0.05976 -0.146 0.521 0.171 0.00
H 0.16365 -2.83766 1.81468 -0.431 0.065 -0.174 0.00
H -0.17794 0.41943 0.74406 0.140 0.126 0.043 0.01
H 0.22894 2.05479 1.33394 0.216 -0.202 -0.202 0.01
H 1.13758 0.62588 1.90920 -0.014 0.154 -0.205 -0.01
H 1.85447 3.73236 -0.07044 0.211 -0.239 0.029 0.00
H 3.40807 3.15114 -0.70769 -0.191 -0.108 0.243 0.00
H 3.04147 2.96923 1.03679 -0.155 -0.018 -0.281 0.00
H 2.80380 -0.87595 0.35062 0.074 0.240 -0.058 0.00
H 3.58600 0.48482 1.20107 -0.112 -0.043 -0.258 0.00
H 4.02673 0.11714 -0.49132 -0.233 0.069 0.300 0.00
H -3.18527 1.64165 -2.64640 0.054 -0.086 0.339 0.00
H -2.85188 1.18620 -0.93727 0.033 0.015 -0.249 0.01
H -2.26780 0.14097 -2.26934 -0.191 0.422 0.164 -0.02
H -1.78996 4.19918 -1.20223 0.103 -0.217 0.181 0.00
H -0.24379 3.80240 -0.39976 -0.307 0.090 -0.060 0.00
H -1.73524 2.93110 0.06673 0.167 0.190 -0.207 0.00
H -1.75101 2.52313 -4.27573 0.258 0.173 0.136 0.00
H 0.00531 2.83669 -4.14533 -0.355 0.292 -0.132 0.00
H -1.16152 4.04938 -3.51884 0.051 -0.321 -0.131 0.01
H 2.36488 -2.93440 -3.07093 0.047 0.169 0.267 0.00
H 1.43971 -2.17662 -1.74785 0.178 -0.222 -0.114 -0.02
H 3.22778 -2.22627 -1.66352 -0.216 0.023 -0.213 0.00
H 4.69850 -0.61274 -4.04479 -0.110 0.107 0.348 0.00
H 4.66868 -0.23856 -2.28474 -0.088 -0.006 -0.391 0.00
H 4.25207 1.01773 -3.47878 0.173 -0.193 -0.019 0.00
H 2.96434 -0.83944 -5.58728 -0.309 -0.112 0.158 0.00
H 1.28737 -0.26620 -5.32564 0.256 -0.329 -0.187 0.00
H 1.67745 -1.98414 -5.04018 0.158 0.344 0.006 0.01
C -1.59298 -1.60117 -4.26264 0.396 -0.064 0.110 0.14
C -2.64773 -0.77439 -4.80961 -0.233 0.114 -0.384 0.17
C -3.22687 -1.06651 -6.02972 -0.064 0.736 0.631 -0.05
C -2.81954 -2.17888 -6.77813 -0.010 -0.222 -0.101 0.29
C -1.86323 -3.06001 -6.24381 0.569 -0.229 0.602 -0.05
C -1.27203 -2.79976 -5.01883 -0.057 -0.115 -0.457 0.18
O -0.94494 -1.29116 -3.20677 -0.161 -0.011 -0.697 0.31
H 1.79738 1.96858 -2.09832 -0.099 -0.592 0.286 -0.14
H -2.95662 0.10274 -4.24275 0.028 -0.290 -0.288 0.02
H -4.00456 -0.40430 -6.41907 0.278 -0.257 0.091 0.00
H -3.25318 -2.35663 -7.76414 0.131 -0.017 0.344 0.00
H -1.56593 -3.95808 -6.78974 -0.148 0.338 0.102 0.00
H -0.50918 -3.46568 -4.61451 -0.234 0.133 -0.061 0.00
N -3.73362 -1.80498 2.57288 0.625 1.362 0.905 0.38
C -3.52388 -0.56900 3.07920 -0.428 -1.047 -0.605 0.09
C -4.39422 -0.07610 4.09290 -0.129 0.407 0.353 0.20
C -4.20478 1.22224 4.54648 -0.099 -0.190 0.006 -0.07
C -3.16058 1.97852 3.99433 -0.636 0.057 0.576 0.24
C -2.34317 1.39324 3.01832 0.206 -1.619 -0.950 0.07
N -2.51852 0.15379 2.54864 0.580 1.532 0.169 0.09
H -3.04534 -2.21166 1.94098 -0.052 -0.023 -0.051 -0.03
H -4.37567 -2.41460 3.05386 -0.256 -0.236 -0.126 -0.02
H -5.17464 -0.74347 4.45629 0.067 0.358 0.109 0.00
H -4.85560 1.64177 5.31428 0.193 -0.117 -0.224 0.00
H -2.96829 3.00630 4.29767 -0.124 -0.253 0.046 0.00
H -1.50095 1.94734 2.59669 -0.336 -0.143 0.162 0.04

Record 3
76
Properties=species:S:1:pos:R:3:forces:R:3:lowdin_charge:R:1 method="wB97M-V/def2-TZVPD" homo_lumo_gap_ha=0.3086 fmax_ev_per_a=6.35 total_energy_ev=-60942.610 mol_weight_g_mol=510.6 e_lumo_ev=-0.55 charge=0
N 4.22196 1.08085 1.73704 -0.835 -4.984 3.649 0.14
C 4.03503 0.20175 2.55560 0.225 4.095 0.775 -0.33
O 3.78139 -0.39530 3.83320 0.865 1.192 -4.995 -0.29
P 2.59994 -1.65728 3.59613 -1.953 -2.153 2.246 0.74
O 1.42139 -2.95961 3.58020 1.738 -0.117 0.143 -0.36
N 1.25539 -0.54162 3.92467 -0.888 -0.840 -6.236 -0.05
C 0.66009 -0.38578 2.75572 -0.250 3.492 2.116 -0.69
S -0.14244 0.43710 1.53819 2.141 -2.897 3.131 0.72
H 3.17031 -2.31002 4.76107 -0.073 0.918 -0.872 0.07
H 3.09063 -2.00812 2.29896 -0.277 0.538 0.587 0.06
H 1.88437 -3.75180 3.94937 -0.751 0.777 -0.554 0.04
C -0.20848 -3.80933 -2.45360 0.266 -0.379 0.037 -0.17
C -1.60768 -3.48052 -1.98324 -0.357 0.145 -0.243 -0.19
C -1.33979 -2.74104 -0.68741 0.071 0.061 0.342 -0.21
O -0.07727 -2.07806 -0.84127 -0.161 -0.241 -0.151 -0.18
C 0.56564 -2.58045 -2.02204 0.290 0.387 -0.025 -0.20
H -0.13884 -4.00179 -3.52607 0.027 0.032 0.060 0.11
H 0.16429 -4.69181 -1.92216 0.053 0.052 -0.074 0.12
H -2.09254 -2.81180 -2.70148 -0.054 -0.095 0.108 0.11
H -2.24418 -4.35721 -1.84986 -0.011 0.104 -0.004 0.12
H -1.25320 -3.43469 0.15609 -0.100 -0.019 0.020 0.12
H -2.11496 -2.00647 -0.45599 0.114 0.015 0.031 0.12
H 0.52281 -1.79587 -2.78604 0.012 -0.045 -0.081 0.12
H 1.61295 -2.79923 -1.80579 -0.206 0.082 -0.003 0.09
C 5.44775 -5.31796 -1.57015 0.397 0.015 -0.303 -0.18
C 5.09041 -4.76754 -0.20839 -0.065 -0.184 0.460 -0.18
C 4.08243 -3.69078 -0.55793 -0.077 0.367 -0.118 -0.20
O 3.41060 -4.12158 -1.74974 0.407 -0.234 0.161 -0.16
C 4.12139 -5.23969 -2.29957 -0.336 -0.128 -0.102 -0.20
H 5.85908 -6.32855 -1.54169 -0.050 0.069 -0.023 0.11
H 6.18001 -4.66346 -2.05459 -0.041 -0.083 0.016 0.12
H 4.61079 -5.54752 0.39255 0.044 0.065 -0.007 0.12
H 5.94667 -4.38470 0.34998 -0.072 0.002 -0.043 0.11
H 4.57741 -2.73889 -0.77781 0.012 0.019 0.107 0.12
H 3.35044 -3.52738 0.23738 -0.088 0.003 -0.128 0.11
H 3.51908 -6.13794 -2.12506 0.059 -0.051 -0.064 0.12
H 4.24195 -5.10496 -3.37681 -0.101 0.069 0.066 0.12
C -1.12777 4.49830 3.55906 0.386 -0.203 0.209 -0.18
C -1.36157 5.14344 2.21227 -0.100 0.345 -0.197 -0.19
C -2.04824 4.03132 1.44529 -0.033 -0.285 -0.125 -0.21
O -2.78147 3.25538 2.40413 0.240 0.200 0.092 -0.15
C -2.37119 3.64739 3.72133 -0.355 -0.089 0.067 -0.21
H -0.99268 5.21442 4.37197 -0.036 -0.058 -0.032 0.11
H -0.23992 3.85818 3.51501 -0.051 0.036 0.054 0.12
H -2.03982 5.99559 2.32197 0.124 -0.022 -0.080 0.12
H -0.44914 5.49440 1.72873 -0.142 0.019 0.035 0.11
H -1.31831 3.36913 0.96647 0.040 0.067 -0.085 0.09
H -2.73017 4.40945 0.67987 -0.029 -0.114 0.066 0.12
H -3.18930 4.22196 4.16959 0.042 -0.001 0.097 0.12
H -2.19485 2.75823 4.33118 -0.084 -0.024 -0.104 0.12
C 1.44038 9.28083 2.98081 0.396 -0.169 0.251 -0.18
C 1.20625 9.92708 1.63432 -0.104 0.447 -0.163 -0.18
C 0.51923 8.81541 0.86637 -0.034 -0.293 -0.203 -0.20
O -0.21356 8.03968 1.82488 0.281 0.336 0.063 -0.16
C 0.19655 8.42999 3.14253 -0.369 -0.066 0.062 -0.20
H 1.57576 9.99602 3.79412 -0.029 -0.069 -0.045 0.11
H 2.32790 8.64077 2.93601 -0.060 0.052 0.049 0.12
H 0.52773 10.77950 1.74499 0.065 -0.041 -0.045 0.12
H 2.11926 10.27841 1.15028 -0.076 -0.042 0.014 0.11
H 1.24855 8.15373 0.38690 0.024 0.071 -0.071 0.12
H -0.16322 9.19379 0.10163 -0.029 -0.112 0.071 0.12
H -0.62134 9.00425 3.59136 0.047 -0.007 0.098 0.12
H 0.37267 7.54013 3.75158 -0.078 -0.025 -0.100 0.11
C -4.64759 -5.26675 -5.28563 0.290 -0.408 -0.043 -0.18
C -6.04515 -4.93701 -4.81517 -0.436 0.115 -0.215 -0.18
C -5.77582 -4.19716 -3.52053 0.082 0.077 0.375 -0.20
O -4.51299 -3.53400 -3.67425 -0.142 -0.292 -0.286 -0.15
C -3.87137 -4.03811 -4.85524 0.085 0.377 0.012 -0.21
H -4.57905 -5.45973 -6.35774 0.021 0.030 0.078 0.11
H -4.27544 -6.14903 -4.75402 0.003 0.051 -0.073 0.12
H -6.53016 -4.26799 -5.53377 -0.006 -0.063 0.063 0.12
H -6.68220 -5.81309 -4.68089 0.039 0.075 0.017 0.11
H -5.68946 -4.89046 -2.67696 -0.103 -0.020 0.004 0.12
H -6.55026 -3.46199 -3.28934 0.132 0.022 0.034 0.12
H -3.91391 -3.25409 -5.61917 0.075 -0.057 -0.058 0.12
H -2.82312 -4.25827 -4.63942 -0.050 0.088 0.084 0.11